<one>
The following is a quantum chemistry calculation of a cluster of 2 separate species, C2H3NO2 in total, from the OMol25 dataset.

```
8
C2H3NO2 ωB97M-V/def2-TZVPD
N 1.481 -1.982 0.211
C 1.308 -0.858 0.110
C 1.084 0.508 -0.173
O 1.484 1.437 0.459
H 0.530 0.787 -1.047
O -1.856 0.209 0.450
H -1.936 -0.737 0.319
H -2.094 0.636 -0.328
```

Summary:
HOMO energy   -0.415 hartree
Net charge   0
Spin multiplicity   1
Gap between HOMO and LUMO   10.7392 eV
LUMO level   -0.56 eV
SMILES   N#CC=O.O


<two>
The following is a quantum chemistry calculation of the molecule C2H3NO2, from the OMol25 dataset.

```
8
C2H3NO2 ωB97M-V/def2-TZVPD
O 2.323 0.059 0.418
C 1.158 0.370 0.409
N 0.158 -0.379 -0.192
C -1.215 -0.090 -0.254
O -1.998 -0.817 -0.807
H 0.764 1.287 0.879
H 0.443 -1.245 -0.651
H -1.634 0.815 0.199
```

Summary:
HOMO energy   -0.391 hartree
Net charge   0
Spin multiplicity   1
Gap between HOMO and LUMO   11.5278 eV
LUMO level   0.89 eV
SMILES   O=CNC=O


<three>
The following is a quantum chemistry calculation of the molecule C2H3NO2, from the OMol25 dataset.

```
8
C2H3NO2 ωB97M-V/def2-TZVPD
C -1.179 -0.444 0.465
N -0.400 0.495 0.513
C 0.788 0.589 -0.262
O 1.482 -0.600 -0.708
O 2.027 0.428 0.217
H -2.115 -0.488 1.026
H -1.134 -1.264 -0.263
H 0.531 1.284 -0.988
```

Summary:
HOMO energy   -0.383 hartree
Net charge   0
Spin multiplicity   1
Gap between HOMO and LUMO   11.2794 eV
LUMO level   0.84 eV
SMILES   C=NC1OO1


<two> is preferred energetically. Next in line: 39.0 kcal/mol higher.


<one>
The following is a quantum chemistry calculation of the molecule C2H3NO2, from the OMol25 dataset.

```
8
C2H3NO2 ωB97M-V/def2-TZVPD
O 0.806 -0.512 -1.492
C 0.229 0.513 -1.109
N -0.099 0.503 0.278
C -0.199 -0.760 0.963
O -0.518 -1.761 0.433
H 0.206 1.362 -1.772
H -0.408 1.309 0.742
H -0.017 -0.655 1.957
```

Summary:
HOMO energy   -0.369 hartree
Net charge   0
Spin multiplicity   1
Gap between HOMO and LUMO   10.7003 eV
LUMO level   0.66 eV
SMILES   O=CNC=O


<two>
The following is a quantum chemistry calculation of the molecule C2H3NO2, from the OMol25 dataset.

```
8
C2H3NO2 ωB97M-V/def2-TZVPD
N -0.152 -0.977 0.902
O -0.860 -1.335 -0.267
C -1.028 0.087 -0.650
O -1.471 0.812 0.537
C -0.110 0.398 0.503
H 0.775 -1.529 1.084
H -1.251 0.315 -1.643
H 0.766 0.947 0.870
```

Summary:
HOMO energy   -0.339 hartree
Net charge   0
Spin multiplicity   1
Gap between HOMO and LUMO   10.1766 eV
LUMO level   0.95 eV
SMILES   N1O[C@H]2O[C@@H]12


<one> is preferred energetically. Next in line: 95.2 kcal/mol higher.